Record 1
Molecular formula: C4H9NO
Method: DFT, wB97M-V/def2-TZVPD

CARTESIAN COORDINATES (ANGSTROEM)
C -1.09095 -0.87745 0.42715
N -0.25584 0.30240 0.30307
C -1.00315 1.38962 -0.30481
C 0.96939 0.01388 -0.41598
C 1.97596 -0.72441 0.45261
O 3.06129 -1.07512 0.05846
H -1.42524 -1.26296 -0.55412
H -1.97368 -0.63423 1.02329
H -0.55109 -1.68099 0.93681
H -1.86655 1.63082 0.32404
H -0.37702 2.28573 -0.37447
H -1.37524 1.14400 -1.31847
H 1.44787 0.95550 -0.71378
H 0.81308 -0.56897 -1.34623
H 1.65116 -0.89782 1.50244

Computed properties:
SMILES: CN(C)CC=O
E_HOMO: -9.099 eV
LUMO level: 0.970 eV

***

Record 2
Molecular formula: C4H9NO
Method: DFT, wB97M-V/def2-TZVPD

CARTESIAN COORDINATES (ANGSTROEM)
C 0.33945 0.64678 -1.70787
C -0.01123 -0.24971 -0.54626
C 0.92443 -1.58259 1.13903
C -0.63070 0.25920 0.61367
O -0.58361 -0.43532 1.68133
N -1.22017 1.48000 0.67112
H 0.78018 1.59137 -1.36522
H -0.52319 0.89717 -2.35111
H 1.07714 0.16540 -2.36109
H -0.42311 -1.21992 -0.82152
H 0.53912 -2.18709 1.95499
H 1.18582 -2.18956 0.27847
H 1.70193 -0.88687 1.42934
H -1.55863 1.92183 -0.16820
H -1.59743 1.78930 1.55332

Computed properties:
E_HOMO (spin up / spin down): -7.197 / -7.198 eV
LUMO level (spin up / spin down): 0.487 / 0.487 eV

***

Record 3
Molecular formula: C4H9NO
Method: DFT, wB97M-V/def2-TZVPD

CARTESIAN COORDINATES (ANGSTROEM)
C 0.26872 1.57497 -0.16974
C 0.33916 0.02684 0.05566
C 1.67289 -0.41668 0.62423
C -0.87877 -0.62958 0.51133
N -2.03912 -0.14810 -0.23261
O -0.91533 -1.47220 1.38290
H 1.01830 2.12508 0.44058
H -0.71943 1.97578 0.08614
H 0.47884 1.81621 -1.20483
H -0.05406 -0.90959 -0.77735
H 1.68019 -1.50271 0.65802
H 2.49713 -0.04729 -0.00155
H 1.86046 -0.04589 1.64125
H -2.36534 -0.77099 -0.97364
H -2.73952 -0.18301 0.49057

Computed properties:
SMILES: CC(C)C(N)=O
E_HOMO: -9.446 eV
LUMO level: 0.818 eV

***

For each record above, in turn, the calculated total energy values are -7830.6339; -7827.8535; -7829.9990 eV.
For each record above, in turn, the calculated ΔE to the lowest compared entry with this formula, charge and spin values are 1.686; 4.466; 2.321 eV.